Below is 2 unconnected molecules or ions with the total composition C8H22NSi2, with properties calculated with ωB97M-V/def2-TZVPD.

Properties
E_LUMO   -5.300 eV
Frontier orbital gap   6.34 eV
Relative energy (zero: lowest compared OMol25 entry of this formula, charge and spin)   87.7 kJ/mol

```
! RIJCOSX wB97M-V def2-TZVPD def2/J DEFGRID3
* xyz 1 1
C -3.05 1.35 1.13
C -1.47 -2.45 0.29
C 3.34 1.76 0.98
C 2.83 -1.32 0.97
C 1.16 -1.16 -2.56
C -0.21 2.24 -1.58
C -2.46 0.58 -0.06
C -1.38 -1.18 1.09
N -1.20 0.00 0.17
Si 2.02 0.34 0.53
Si 0.03 0.51 -0.82
H -3.93 2.03 0.81
H -3.36 0.70 1.83
H -2.38 1.97 1.53
H -2.34 -2.57 -0.22
H -0.63 -2.74 -0.29
H -1.45 -3.38 0.89
H 3.02 2.67 0.28
H 3.24 1.86 2.01
H 4.35 1.45 0.76
H 2.19 -2.24 0.53
H 3.84 -1.37 0.77
H 2.92 -1.51 2.10
H 1.58 -1.93 -1.88
H 0.38 -1.57 -3.29
H 1.95 -0.50 -2.95
H 0.82 2.84 -1.45
H -0.56 2.19 -2.57
H -0.85 2.80 -1.05
H -2.42 1.26 -0.84
H -3.18 -0.20 -0.54
H -0.52 -1.31 1.78
H -2.29 -1.14 1.66
*
```

Below is a molecular structure, C8H23ClI2NO2P2Sn, with properties calculated with ωB97M-V/def2-TZVPD.

Properties
E_LUMO (alpha / beta)   -12.829 / -12.598 eV
Frontier orbital gap (alpha / beta)   5.70 / 6.35 eV

```
! RIJCOSX wB97M-V def2-TZVPD def2/J DEFGRID3
* xyz 3 1
I 0.68 2.47 0.18
I 0.81 -2.03 0.93
Sn -0.02 -0.03 -1.85
P -2.51 0.02 -1.11
C -3.34 0.08 0.48
C -3.15 1.45 -2.05
H -4.22 1.28 -2.18
H -4.21 -1.29 -2.17
H -2.66 1.54 -3.03
H -2.61 -1.65 -2.90
H -2.94 0.86 1.14
H -2.97 2.37 -1.48
C -3.14 -1.47 -1.96
H -4.41 0.25 0.30
H -3.02 -2.34 -1.31
H -3.21 -0.90 0.98
P 2.57 0.01 -1.17
C 3.33 0.12 0.50
C 3.27 -1.53 -1.89
H 2.99 1.39 -3.15
H 4.48 1.00 -2.23
H 3.34 2.26 -1.63
C 3.43 1.30 -2.14
H 2.80 -1.74 -2.85
H 4.34 -1.36 -2.03
H 4.41 0.07 0.39
H 2.99 -0.72 1.12
H 3.11 -2.38 -1.22
H 3.02 1.04 0.99
Cl 0.14 -0.17 -4.28
N -0.31 -1.04 3.91
C -0.04 0.45 4.04
C -0.62 1.03 2.75
O -1.58 1.81 2.73
O -0.01 0.56 1.71
H -1.33 -1.18 3.96
H 0.12 -1.58 4.64
H 0.01 -1.43 2.95
H -0.54 0.83 4.92
H 1.02 0.67 4.01
*
```

Below is a molecular structure, C8H23N4O5P3V, with properties calculated with ωB97M-V/def2-TZVPD.

Properties
E_LUMO (alpha / beta)   -8.992 / -8.971 eV
Frontier orbital gap (alpha / beta)   4.10 / 4.11 eV
<S²>   0.983

```
! RIJCOSX wB97M-V def2-TZVPD def2/J DEFGRID3
* xyz 2 2
C 3.31 -0.49 2.16
C 4.23 -0.38 0.80
P 3.56 0.90 -0.47
C 4.25 2.60 0.17
O 1.83 1.00 -0.45
P 1.06 -0.46 -1.00
O 0.76 -1.33 0.32
O -0.47 -0.25 -1.80
C -0.95 1.13 -1.73
C -1.69 1.54 -0.32
C -3.32 1.34 -0.31
C -3.84 -0.18 -0.63
N -4.49 -0.78 0.60
C -3.49 -1.32 1.60
N -3.79 -1.38 2.94
N -2.15 -1.85 1.15
O 2.12 -1.29 -2.11
P 2.69 -2.81 -1.49
N 4.21 -3.00 -2.10
H 2.85 -1.58 2.19
H 4.00 -0.27 3.08
H 2.44 0.32 2.05
H 5.30 0.04 1.15
H 4.48 -1.44 0.32
H 5.17 2.94 -0.48
H 4.69 2.40 1.27
H 3.41 3.40 0.31
H -1.75 1.32 -2.60
H -0.11 1.95 -1.92
H -1.49 2.70 -0.17
H -1.21 1.02 0.63
H -3.90 2.08 -1.01
H -3.67 1.59 0.80
H -3.02 -0.87 -1.14
H -4.71 -0.07 -1.44
H -5.18 -1.52 0.34
H -4.77 -0.99 3.03
H -1.40 -1.73 1.86
H -2.20 -2.83 0.77
H 2.84 -2.86 -0.05
H 1.92 -3.96 -1.93
H 4.42 -2.15 -2.70
O -5.28 3.59 -1.32
V -6.69 3.91 -0.34
*
```

Below is C8H23NSi2 in the gas phase, with properties calculated with ωB97M-V/def2-TZVPD.

Properties
E_LUMO (alpha / beta)   0.747 / -3.759 eV
Frontier orbital gap (alpha / beta)   4.38 / 5.76 eV
Relative energy (zero: lowest compared OMol25 entry of this formula, charge and spin)   350.6 kJ/mol
<S²>   2.013

```
! RIJCOSX wB97M-V def2-TZVPD def2/J DEFGRID3
* xyz 0 3
C -1.20 1.87 -0.28
C -2.51 0.03 -1.41
C -2.47 0.11 1.06
C 0.93 -0.82 2.31
C 2.70 -1.13 0.66
C 1.90 1.15 1.08
C -1.56 0.35 -0.19
C 1.40 -0.35 0.91
N -0.56 -2.21 -1.01
Si 0.89 0.42 -2.59
Si 0.08 -0.62 -0.61
H -0.47 2.25 0.32
H -0.99 2.10 -1.39
H -2.11 2.46 0.05
H -2.83 -1.09 -1.43
H -1.93 0.03 -2.41
H -3.40 0.73 -1.39
H -2.16 -0.80 1.59
H -1.97 0.79 1.76
H -3.59 0.29 1.04
H 1.72 -0.83 3.11
H 0.32 -0.02 2.68
H 0.36 -1.75 2.28
H 3.27 -0.87 -0.22
H 2.65 -2.24 0.84
H 3.45 -0.92 1.44
H 1.17 1.75 1.52
H 2.83 1.00 1.65
H 2.20 1.69 0.13
H -1.59 -2.35 -0.93
H -0.21 -2.98 -1.64
H 2.19 1.02 -2.54
H 0.20 1.63 -2.99
H 0.93 -0.35 -3.79
*
```

Below is 2 unconnected molecules or ions with the total composition C8H24BN4O2Si2, with properties calculated with ωB97M-V/def2-TZVPD.

Properties
E_LUMO   -5.651 eV
Frontier orbital gap   6.15 eV

```
! RIJCOSX wB97M-V def2-TZVPD def2/J DEFGRID3
* xyz 1 1
C 2.68 -2.33 0.55
B 2.35 -3.93 0.50
O 1.39 -4.57 1.33
N 3.12 -4.72 -0.56
N 2.63 -5.70 -1.32
N 3.68 -6.06 -2.09
C 4.81 -5.27 -1.79
N 4.39 -4.38 -0.76
H 3.66 -2.24 1.11
H 2.82 -2.02 -0.53
H 1.83 -1.74 1.00
H 0.52 -4.37 0.92
H 5.85 -5.26 -2.21
H 4.98 -3.68 -0.31
O -0.92 1.75 0.08
Si -0.81 3.41 0.08
C -1.49 4.11 1.68
C -1.79 4.13 -1.35
C 0.97 3.98 -0.09
Si -2.10 0.57 0.19
C -1.35 -1.15 0.10
C -3.32 0.74 -1.22
C -3.02 0.73 1.81
H -2.57 3.92 1.76
H -1.34 5.19 1.73
H -1.00 3.66 2.54
H -1.47 3.69 -2.30
H -1.65 5.21 -1.41
H -2.86 3.93 -1.23
H 1.40 3.62 -1.03
H 1.58 3.61 0.74
H 1.02 5.07 -0.09
H -0.82 -1.30 -0.84
H -2.14 -1.90 0.18
H -0.65 -1.31 0.93
H -3.87 1.68 -1.14
H -4.05 -0.08 -1.20
H -2.81 0.73 -2.18
H -3.58 1.67 1.85
H -2.33 0.70 2.65
H -3.73 -0.09 1.93
*
```

Below is 5 unconnected molecules or ions with the total composition C8H24ClO4, with properties calculated with ωB97M-V/def2-TZVPD.

Properties
E_LUMO   3.372 eV
Frontier orbital gap   9.11 eV
Relative energy (zero: lowest compared OMol25 entry of this formula, charge and spin)   217.8 kJ/mol

```
! RIJCOSX wB97M-V def2-TZVPD def2/J DEFGRID3
* xyz -1 1
Cl 14.96 8.21 14.96
C 11.90 6.74 11.08
C 12.94 6.73 12.27
O 12.62 7.90 13.05
H 10.92 6.56 11.24
H 12.22 6.16 10.42
H 12.01 7.73 10.34
H 13.94 6.66 11.99
H 12.59 6.08 12.84
H 13.17 8.03 13.69
C 14.58 4.23 14.72
C 14.06 4.68 16.12
O 13.38 5.85 16.04
H 15.52 4.89 14.44
H 13.54 4.37 13.99
H 14.96 3.06 14.75
H 14.85 4.83 16.82
H 13.58 3.90 16.49
H 14.02 6.57 15.90
C 18.33 6.71 11.32
C 17.28 6.91 12.35
O 17.62 8.15 12.88
H 18.36 7.35 10.43
H 17.96 5.71 10.95
H 19.28 6.60 11.85
H 17.46 6.17 13.10
H 16.39 6.93 11.88
H 16.80 8.47 13.33
C 16.31 12.84 18.15
C 15.44 11.63 17.61
O 16.21 10.89 16.78
H 17.21 12.40 18.61
H 15.85 13.42 18.90
H 16.75 13.57 17.55
H 14.56 11.83 16.99
H 15.09 11.07 18.40
H 15.66 10.26 16.37
*
```

Below is a molecular structure, C8H24F2NaO4S4, with properties calculated with ωB97M-V/def2-TZVPD.

Properties
E_LUMO   1.882 eV
Frontier orbital gap   7.24 eV
Relative energy (zero: lowest compared OMol25 entry of this formula, charge and spin)   0.0 kJ/mol

```
! RIJCOSX wB97M-V def2-TZVPD def2/J DEFGRID3
* xyz -1 1
Na 0.39 0.85 0.55
F -0.24 2.82 -0.44
F 0.50 0.19 2.78
C 1.17 3.40 2.81
S 2.79 4.01 2.23
O 3.75 3.57 3.30
C 2.85 2.86 0.82
H 0.80 4.09 3.58
H 1.30 2.45 3.33
H 0.39 3.29 2.06
H 2.53 1.89 1.17
H 3.87 2.81 0.45
H 2.15 3.23 0.07
C -2.75 0.24 0.59
S -4.46 -0.13 1.03
O -5.33 0.81 0.25
C -4.49 -1.77 0.20
H -2.62 0.08 -0.48
H -2.02 -0.33 1.17
H -2.55 1.30 0.78
H -4.31 -1.73 -0.88
H -5.47 -2.23 0.33
H -3.78 -2.41 0.70
C -1.16 -3.26 -0.81
S 0.41 -2.64 -0.13
O 0.42 -1.17 -0.43
C -0.08 -2.83 1.60
H -1.85 -2.42 -0.77
H -1.56 -4.14 -0.30
H -1.05 -3.53 -1.87
H -1.07 -2.41 1.74
H 0.62 -2.24 2.21
H 0.01 -3.89 1.87
C 1.44 1.12 -3.18
S 2.95 0.35 -2.50
O 2.78 0.29 -1.02
C 2.63 -1.36 -3.11
H 0.93 1.76 -2.46
H 0.75 0.36 -3.54
H 1.75 1.74 -4.03
H 2.99 -1.41 -4.13
H 1.56 -1.55 -3.14
H 3.08 -2.05 -2.40
*
```

Below is a molecular structure, C8H24FK3O4, with properties calculated with ωB97M-V/def2-TZVPD.

Properties
E_LUMO   -8.010 eV
Frontier orbital gap   6.84 eV
Relative energy (zero: lowest compared OMol25 entry of this formula, charge and spin)   0.0 kJ/mol

```
! RIJCOSX wB97M-V def2-TZVPD def2/J DEFGRID3
* xyz 2 1
K 0.53 3.63 -1.71
K -0.01 4.10 2.42
K 2.80 2.27 1.38
F 0.16 1.94 0.60
C 2.20 -2.51 1.60
C 1.07 -1.51 1.40
O 1.49 -0.21 1.90
H 3.12 -2.12 1.16
H 1.95 -3.46 1.12
H 2.38 -2.72 2.65
H 0.16 -1.82 1.93
H 0.82 -1.44 0.34
H 1.01 0.42 1.34
C -4.16 0.96 2.58
C -2.98 0.02 2.51
O -2.26 0.16 1.27
H -3.82 1.98 2.38
H -4.63 0.94 3.57
H -4.92 0.69 1.85
H -3.30 -1.01 2.55
H -2.32 0.24 3.36
H -1.51 0.75 1.38
C 2.84 -0.59 -2.19
C 2.71 0.89 -2.06
O 3.92 1.40 -1.47
H 1.94 -1.01 -2.64
H 2.95 -1.03 -1.20
H 3.73 -0.85 -2.77
H 1.85 1.11 -1.40
H 2.53 1.38 -3.03
H 3.92 2.36 -1.54
C -2.01 -1.00 -2.94
C -1.53 -0.51 -1.61
O -0.45 0.45 -1.82
H -1.17 -1.36 -3.55
H -2.52 -0.21 -3.50
H -2.68 -1.84 -2.80
H -1.17 -1.34 -1.01
H -2.34 -0.03 -1.07
H -0.32 0.88 -0.97
*
```